# 1
ORCA calculation (ωB97M-V with the def2-TZVPD basis set) on a molecular structure, C23H35AlBBr2Cl4F6KMgN4NaO16S2 in a non-equilibrium geometry.

Last column: Löwdin charge in e.
CARTESIAN COORDINATES (ANGSTROEM)
C (-1.325, 1.159, 2.396)  -0.14
C (0.145, 1.129, 2.861)  -0.51
S (0.870, 2.770, 3.020)  0.97
C (1.909, 3.067, 1.531)  -0.35
C (2.199, 1.855, 0.693)  -0.15
C (1.239, 1.513, -0.333)  -0.07
C (0.042, 2.352, -0.509)  -0.40
O (0.045, 3.548, -0.639)  0.17
O (-1.223, 1.746, -0.519)  0.00
B (-2.175, 2.561, -1.311)  -0.80
O (-3.171, 3.214, -0.664)  0.19
N (-2.172, 2.650, -2.798)  -0.12
C (-2.082, 4.079, -3.256)  -0.15
C (-3.432, 2.124, -3.424)  -0.14
C (1.566, 0.328, -1.166)  -0.20
C (0.618, -0.125, -2.294)  -0.25
O (1.150, -1.060, -3.165)  -0.09
C (0.588, -2.336, -3.013)  -0.18
O (0.698, -2.750, -1.652)  -0.08
C (-0.352, -3.606, -1.296)  -0.17
C (-1.617, -2.849, -1.020)  -0.19
O (-1.506, -1.910, 0.109)  -0.23
C (2.711, -0.354, -0.926)  -0.01
N (3.561, -0.008, 0.057)  0.05
C (4.768, -0.836, 0.194)  -0.16
N (4.450, -2.247, 0.024)  -0.09
C (5.260, -2.901, -1.018)  -0.09
C (3.294, 1.101, 0.879)  -0.14
N (4.282, 1.302, 1.906)  0.16
C (3.731, 1.251, 3.207)  -0.53
O (3.021, 0.373, 3.554)  0.12
F (4.040, 2.248, 4.009)  0.17
C (5.186, 2.402, 1.750)  -0.49
O (6.197, 2.459, 2.357)  0.21
F (4.848, 3.352, 0.912)  0.17
H (-1.537, 0.316, 1.719)  0.04
H (-1.553, 2.088, 1.879)  0.05
H (-1.965, 1.012, 3.253)  0.07
H (0.167, 0.692, 3.856)  0.08
H (0.742, 0.452, 2.238)  0.04
H (2.851, 3.490, 1.856)  0.07
H (1.410, 3.827, 0.949)  0.07
H (-3.017, 3.146, 0.290)  0.13
H (-2.336, 4.083, -4.316)  0.08
H (-1.074, 4.461, -3.116)  0.08
H (-2.879, 4.794, -2.754)  -0.19
H (-4.235, 2.857, -3.481)  0.08
H (-3.186, 1.777, -4.431)  0.10
H (-3.754, 1.237, -2.860)  -0.06
H (-0.362, -0.451, -1.895)  0.06
H (0.417, 0.797, -2.846)  0.10
H (-0.464, -2.284, -3.326)  0.14
H (1.104, -3.043, -3.666)  0.10
H (-0.520, -4.400, -2.032)  0.15
H (-0.049, -4.107, -0.372)  0.16
H (-2.413, -3.589, -0.791)  0.11
H (-1.969, -2.286, -1.899)  0.10
H (-0.845, -2.317, 0.835)  0.08
H (2.940, -1.199, -1.552)  0.15
H (5.468, -0.496, -0.572)  0.13
H (5.250, -0.676, 1.150)  0.11
H (4.620, -2.686, 0.917)  0.05
H (5.318, -3.961, -0.793)  0.08
H (6.273, -2.498, -1.053)  0.08
H (4.774, -2.747, -1.978)  0.08
Br (-4.489, 5.706, -2.259)  -0.29
K (-2.826, 0.180, -1.888)  1.01
F (5.421, 1.867, -1.083)  -0.12
Al (4.823, 2.868, -2.293)  -0.21
F (4.992, 4.477, -1.921)  -0.14
F (3.065, 2.540, -2.394)  -0.43
F (5.557, 2.503, -3.740)  -0.19
Mg (0.105, -0.757, 0.314)  0.99
O (1.015, -5.019, -4.408)  -0.60
H (1.838, -4.629, -4.726)  -0.18
Br (2.724, 1.577, -4.112)  0.70
C (4.598, -2.188, 5.266)  -2.03
Cl (5.240, -3.642, 6.052)  0.51
Cl (5.413, -0.763, 5.933)  0.53
Cl (4.954, -2.285, 3.525)  0.54
Cl (2.875, -2.079, 5.521)  0.62
Na (-3.304, -3.197, 0.858)  0.75
C (-9.415, -0.565, 0.704)  -0.14
C (-9.609, -2.048, 0.933)  -0.15
O (-8.315, -2.616, 0.652)  -0.18
S (-7.180, -1.582, 1.077)  0.59
O (-6.682, -1.938, 2.353)  -0.20
O (-6.296, -1.403, -0.030)  -0.25
O (-8.096, -0.298, 1.213)  -0.17
H (-9.430, -0.316, -0.357)  0.14
H (-10.149, 0.040, 1.227)  0.14
H (-10.361, -2.479, 0.280)  0.14
H (-9.859, -2.267, 1.972)  0.14
C (-0.805, -1.851, 3.966)  -0.92
O (-1.650, -0.935, 4.110)  -0.10
O (-0.633, -2.452, 2.745)  -0.19
O (-0.060, -2.336, 4.847)  -0.10

**E_LUMO**: -1.37 eV
**Total charge**: -1



# 2
ORCA calculation (ωB97M-V with the def2-TZVPD basis set) on a molecular structure, C23H35BN9O2STm in a non-equilibrium geometry.

Last column: Löwdin charge in e.
CARTESIAN COORDINATES (ANGSTROEM)
Tm (0.206, 0.289, 0.773)  1.60
C (2.406, 2.735, -1.450)  -0.02
C (1.348, 1.896, -2.075)  -0.29
C (1.038, 1.790, -3.433)  0.03
C (-0.121, 1.060, -3.483)  -0.02
N (-0.495, 0.721, -2.228)  0.02
N (0.445, 1.222, -1.347)  -0.04
B (-1.937, 0.474, -1.666)  -0.61
N (-2.085, -0.858, -0.874)  0.02
C (-2.882, -1.905, -1.192)  -0.03
C (-3.047, -2.698, -0.085)  0.04
C (-2.299, -2.075, 0.921)  -0.30
C (-2.102, -2.474, 2.343)  0.01
N (-1.722, -0.973, 0.437)  -0.05
N (-2.211, 1.666, -0.709)  0.00
C (-2.877, 2.812, -0.960)  -0.03
C (-2.709, 3.672, 0.097)  0.04
C (-1.874, 2.985, 0.989)  -0.30
C (-1.346, 3.427, 2.310)  0.00
N (-1.574, 1.782, 0.493)  -0.05
N (-3.061, 0.418, -2.732)  0.05
C (-4.439, 0.567, -2.432)  0.02
C (-5.149, 0.229, -3.521)  0.07
C (-4.151, -0.133, -4.491)  -0.19
C (-4.344, -0.569, -5.863)  0.03
N (-2.896, -0.022, -3.935)  0.20
H (2.409, 3.708, -1.943)  0.11
H (3.403, 2.315, -1.581)  0.09
H (2.197, 2.889, -0.395)  0.05
H (1.586, 2.213, -4.257)  0.13
H (-0.699, 0.759, -4.332)  0.12
H (-3.274, -2.053, -2.185)  0.13
H (-3.629, -3.601, -0.014)  0.13
H (-3.054, -2.461, 2.875)  0.11
H (-1.426, -1.777, 2.841)  0.07
H (-1.709, -3.488, 2.420)  0.09
H (-3.433, 2.962, -1.873)  0.14
H (-3.121, 4.659, 0.213)  0.13
H (-2.168, 3.698, 2.972)  0.10
H (-0.718, 4.312, 2.206)  0.10
H (-0.767, 2.635, 2.791)  0.07
H (-4.761, 0.907, -1.460)  0.15
H (-6.218, 0.244, -3.660)  0.14
H (-5.123, 0.022, -6.354)  0.12
H (-4.742, -1.596, -5.872)  0.13
H (-3.420, -0.551, -6.435)  0.11
C (1.495, -2.195, 3.543)  0.00
N (1.481, -3.181, 2.471)  -0.14
C (1.694, -4.564, 2.897)  0.01
C (1.285, -2.881, 1.209)  -0.23
O (1.072, -1.734, 0.726)  -0.18
H (2.518, -2.020, 3.878)  0.11
H (0.921, -2.569, 4.390)  0.12
H (1.075, -1.252, 3.215)  0.06
H (0.851, -4.898, 3.502)  0.11
H (2.598, -4.633, 3.500)  0.11
H (1.796, -5.218, 2.034)  0.11
H (1.329, -3.731, 0.527)  0.17
O (2.122, 0.904, 1.683)  -0.68
S (3.570, 1.245, 1.240)  1.06
C (4.571, 1.540, 2.720)  -0.28
C (5.937, 1.056, 2.254)  -0.22
C (5.725, -0.355, 1.690)  -0.19
C (4.387, -0.366, 0.934)  -0.26
H (4.157, 0.947, 3.538)  0.11
H (4.541, 2.598, 2.971)  0.11
H (6.655, 1.061, 3.071)  0.14
H (6.324, 1.726, 1.482)  0.13
H (5.697, -1.076, 2.506)  0.12
H (6.546, -0.640, 1.036)  0.13
H (3.693, -1.130, 1.282)  0.08
H (4.506, -0.473, -0.143)  0.10

**E_LUMO (alpha / beta)**: -7.86 / -11.44 eV
**Multiplicity**: 4
**Total charge**: +3



# 3
ORCA calculation (ωB97M-V with the def2-TZVPD basis set) on a molecular structure, C23H35Br4FeN2O4Si.

Last column: natural (NBO) charge in e.
CARTESIAN COORDINATES (ANGSTROEM)
Fe (-1.183, 0.480, 0.405)  1.44
Br (-1.440, -2.292, -0.592)  0.08
C (0.273, -1.814, -1.341)  -0.52
Br (1.199, -0.606, -0.140)  0.09
H (0.103, -1.280, -2.272)  0.27
H (0.873, -2.707, -1.447)  0.25
Br (0.929, 5.881, 3.877)  0.15
C (0.430, 4.370, 2.886)  -0.05
C (0.615, 4.341, 1.515)  -0.25
C (0.224, 3.205, 0.830)  0.07
N (-0.311, 2.150, 1.448)  -0.55
C (-0.489, 2.179, 2.774)  0.16
C (-0.132, 3.278, 3.534)  -0.20
C (-1.109, 0.954, 3.352)  0.20
C (-1.251, 0.768, 4.716)  -0.25
C (-1.847, -0.395, 5.177)  -0.02
Br (-2.056, -0.672, 7.016)  0.16
C (-2.286, -1.346, 4.271)  -0.27
C (-2.097, -1.088, 2.928)  0.10
N (-1.523, 0.027, 2.468)  -0.58
H (1.047, 5.179, 0.987)  0.25
H (0.326, 3.117, -0.248)  0.26
H (-0.288, 3.311, 4.601)  0.23
H (-0.903, 1.507, 5.420)  0.25
H (-2.757, -2.262, 4.595)  0.26
H (-2.415, -1.806, 2.185)  0.22
C (-2.101, 4.939, -3.096)  -0.63
C (-3.077, 3.800, -2.844)  0.28
C (-4.315, 3.957, -3.716)  -0.62
C (-3.470, 3.756, -1.372)  -0.63
O (-2.475, 2.557, -3.252)  -0.96
Si (-1.456, 1.527, -2.514)  2.51
O (-2.047, 1.074, -1.080)  -1.34
O (0.042, 2.173, -2.227)  -0.98
C (1.129, 2.414, -3.155)  0.28
C (0.604, 3.012, -4.454)  -0.64
C (1.881, 1.120, -3.437)  -0.64
C (2.041, 3.406, -2.448)  -0.62
O (-1.216, 0.252, -3.511)  -0.98
C (-2.152, -0.436, -4.370)  0.28
C (-2.245, 0.325, -5.685)  -0.64
C (-3.516, -0.536, -3.700)  -0.65
C (-1.563, -1.822, -4.593)  -0.62
H (-2.565, 5.894, -2.848)  0.22
H (-1.809, 4.962, -4.146)  0.22
H (-1.204, 4.819, -2.484)  0.20
H (-4.828, 4.894, -3.495)  0.21
H (-5.006, 3.132, -3.540)  0.21
H (-4.033, 3.954, -4.769)  0.22
H (-3.993, 4.675, -1.103)  0.22
H (-2.589, 3.664, -0.733)  0.20
H (-4.121, 2.905, -1.173)  0.22
H (-0.077, 2.322, -4.952)  0.22
H (1.438, 3.215, -5.129)  0.22
H (0.080, 3.947, -4.267)  0.22
H (1.225, 0.396, -3.918)  0.23
H (2.272, 0.705, -2.508)  0.20
H (2.726, 1.319, -4.097)  0.22
H (1.491, 4.318, -2.207)  0.21
H (2.884, 3.675, -3.085)  0.22
H (2.438, 2.975, -1.525)  0.20
H (-2.622, 1.332, -5.508)  0.23
H (-2.919, -0.185, -6.375)  0.22
H (-1.262, 0.392, -6.153)  0.21
H (-3.945, 0.454, -3.536)  0.23
H (-3.434, -1.045, -2.739)  0.21
H (-4.197, -1.102, -4.337)  0.22
H (-0.566, -1.744, -5.029)  0.21
H (-2.189, -2.405, -5.270)  0.22
H (-1.496, -2.361, -3.645)  0.19

**E_LUMO (alpha / beta)**: -3.71 / -3.86 eV
**Multiplicity**: 5
**Energy relative to the best compared isomer or geometry (same formula, charge and spin)**: 0.0 kJ/mol
**Total charge**: +1



# 4
ORCA calculation (ωB97M-V with the def2-TZVPD basis set) on a molecular structure, C23H35ClN2O3Y in a non-equilibrium geometry.

Last column: natural (NBO) charge in e.
CARTESIAN COORDINATES (ANGSTROEM)
Y (0.717, 0.896, 1.667)  1.29
Cl (0.722, 1.066, 4.433)  -0.45
N (-0.380, -1.903, 0.909)  -0.53
N (0.590, 2.375, -0.370)  -0.61
C (0.540, -2.736, 1.319)  0.60
C (1.732, 2.610, -0.979)  0.63
C (-1.540, -2.738, 0.521)  0.05
C (-1.275, -4.024, 1.315)  -0.08
C (-1.521, -3.058, -0.969)  -0.61
C (-2.846, -2.069, 0.883)  -0.60
H (-0.626, -3.632, -1.246)  0.21
H (-1.556, -2.139, -1.563)  0.23
H (-2.401, -3.668, -1.212)  0.19
H (-2.882, -1.889, 1.961)  0.22
H (-3.693, -2.715, 0.608)  0.19
H (-2.943, -1.113, 0.360)  0.24
C (-0.474, 3.117, -1.133)  0.06
C (0.340, 3.901, -2.159)  -0.08
C (-1.218, 4.042, -0.193)  -0.60
C (-1.441, 2.161, -1.804)  -0.61
H (-0.909, 1.499, -2.496)  0.21
H (-2.173, 2.741, -2.386)  0.19
H (-1.972, 1.556, -1.061)  0.25
H (-0.507, 4.740, 0.263)  0.21
H (-1.725, 3.473, 0.595)  0.24
H (-1.967, 4.615, -0.758)  0.19
O (1.723, 3.496, -1.959)  -0.49
H (0.260, 4.986, -2.020)  0.19
H (0.086, 3.658, -3.195)  0.18
O (0.150, -3.976, 1.606)  -0.50
H (-1.474, -4.946, 0.755)  0.18
H (-1.841, -4.035, 2.259)  0.18
C (1.979, -2.376, 1.422)  -0.49
C (3.005, 1.925, -0.631)  -0.50
C (2.812, 0.434, -0.868)  -0.05
H (3.182, 2.118, 0.445)  0.25
H (3.841, 2.404, -1.161)  0.23
C (2.134, -0.289, 0.098)  -0.52
C (2.342, -1.651, 0.132)  -0.07
H (0.272, 1.967, 3.449)  -0.11
C (2.777, -2.346, -1.038)  0.05
C (3.161, -1.596, -2.157)  -0.29
C (2.784, -3.847, -1.025)  -0.65
C (3.238, -0.196, -2.072)  -0.03
H (3.320, -2.095, -3.125)  0.19
C (3.735, 0.666, -3.200)  -0.63
H (3.929, 0.124, -4.126)  0.20
H (4.649, 1.209, -2.942)  0.20
H (2.994, 1.430, -3.440)  0.21
H (3.339, -4.249, -0.175)  0.21
H (3.186, -4.299, -1.933)  0.20
H (1.767, -4.228, -0.925)  0.20
H (2.576, -3.263, 1.678)  0.23
H (2.073, -1.685, 2.283)  0.24
C (-3.793, 1.468, 1.356)  -0.62
C (-2.472, 1.479, 2.082)  0.10
C (-2.553, 0.794, 3.424)  -0.62
O (-1.389, 0.929, 1.374)  -1.04
H (-4.181, 0.461, 1.156)  0.19
H (-3.798, 2.065, 0.437)  0.20
H (-4.502, 1.943, 2.040)  0.19
H (-2.197, 2.531, 2.220)  0.15
H (-2.828, -0.262, 3.303)  0.19
H (-1.588, 0.836, 3.934)  0.23
H (-3.294, 1.309, 4.033)  0.18

**E_LUMO (alpha / beta)**: 2.69 / 2.70 eV
**Energy relative to the best compared isomer or geometry (same formula, charge and spin)**: 0.0 kJ/mol
**Total charge**: -1